Entry 1:
51
Properties=species:S:1:pos:R:3:mulliken_charge:R:1 method="wB97M-V/def2-TZVPD" smiles="COc1ccc(SCCN2CCN(CC(C)C)CCC2=O)cc1" e_tot_ev=-37030.9028
C -8.30252 -1.49433 -0.40892 -0.82
H -8.99319 -2.02208 -1.06478 0.24
O -7.06333 -1.50507 -1.07393 -0.39
C -5.99950 -0.89918 -0.47410 0.57
C -6.03169 -0.26688 0.76529 -0.48
C -4.88474 0.31060 1.27448 -0.89
C -3.68970 0.27335 0.56607 1.01
C -3.65531 -0.35328 -0.67282 -0.44
C -4.79921 -0.93263 -1.18216 -0.82
H -4.78410 -1.42164 -2.14335 0.40
H -2.74871 -0.39464 -1.25443 0.31
S -2.29848 1.05607 1.33332 -0.29
C -0.91478 0.71032 0.19370 -0.41
H -0.82434 -0.37247 0.08901 0.51
C 0.35883 1.30688 0.78797 -1.50
N 1.52309 0.93089 0.01497 0.38
C 2.00528 1.80467 -0.90268 0.70
O 1.47053 2.87644 -1.11250 -0.67
C 3.25576 1.37512 -1.64270 -0.96
H 3.08787 0.43128 -2.16310 0.34
H 3.45129 2.15066 -2.38454 0.37
C 4.48357 1.23610 -0.73509 -0.75
N 4.55291 -0.06654 -0.10047 0.60
C 3.52312 -0.24027 0.90311 -0.81
H 3.73136 -1.16602 1.44156 0.41
C 2.12975 -0.35465 0.27470 -1.26
H 1.47336 -0.89263 0.96033 0.57
H 2.21097 -0.93861 -0.64742 0.29
H 3.51820 0.58872 1.63514 0.39
C 5.87525 -0.39130 0.41466 -1.38
H 6.00899 -0.02214 1.44499 0.24
C 6.14576 -1.90099 0.36449 1.14
C 7.50018 -2.21077 0.99562 -1.67
H 7.52696 -1.88607 2.03369 0.41
H 7.69600 -3.27988 0.96542 0.41
H 8.29568 -1.70098 0.45620 0.35
C 6.09120 -2.39018 -1.07931 -1.42
H 6.18432 -3.47267 -1.12182 0.41
H 5.14707 -2.09852 -1.53051 0.30
H 6.90119 -1.95147 -1.65783 0.30
H 5.37096 -2.42244 0.93561 0.17
H 6.62137 0.10372 -0.21074 0.49
H 5.37301 1.34360 -1.36005 0.53
H 4.48577 2.05871 0.00265 0.35
H 0.48260 0.97303 1.82206 0.44
H 0.28668 2.39711 0.77097 0.54
H -1.12509 1.16925 -0.77209 0.43
H -4.90896 0.80090 2.23570 0.34
H -6.94003 -0.21686 1.34429 0.37
H -8.24827 -2.01559 0.55255 0.34
H -8.66501 -0.47359 -0.24912 0.34



Entry 2:
54
Properties=species:S:1:pos:R:3:mulliken_charge:R:1 method="wB97M-V/def2-TZVPD" smiles="CCOc1ccc(S(=O)(=O)N(CC)CC(=O)NC[C@@H]2CCCO2)cc1C" e_tot_ev=-43173.3806
C 4.67644 3.49622 -1.76650 -1.06
C 4.41307 4.12852 -0.40342 -0.46
H 5.27653 4.72766 -0.10132 0.35
O 4.28289 3.16645 0.62706 -0.48
C 3.13553 2.46201 0.76807 1.15
C 1.98286 2.64216 0.00880 -0.65
C 0.85833 1.87119 0.25591 -0.86
C 0.88791 0.92472 1.25641 -0.20
C 2.02591 0.73595 2.02195 -0.51
C 3.15660 1.49556 1.79614 0.45
C 4.39933 1.32650 2.60996 -1.53
H 4.65054 2.26409 3.10281 0.33
H 5.23692 1.06749 1.96425 0.32
H 4.26809 0.55154 3.35921 0.41
H 2.00627 -0.00171 2.80883 0.42
S -0.52115 -0.13053 1.54468 1.18
O -1.61913 0.35901 0.74910 -0.68
O -0.72287 -0.30847 2.94980 -0.78
N -0.10498 -1.59835 0.90216 0.38
C 0.13933 -1.62498 -0.51808 -0.83
H 1.09447 -2.11163 -0.74138 0.28
C -0.97781 -2.35311 -1.28407 0.48
O -0.73871 -3.18145 -2.14186 -0.70
N -2.20153 -1.97272 -0.90034 0.24
H -2.28420 -1.21989 -0.22625 0.19
C -3.40338 -2.48634 -1.50604 -1.19
H -3.11909 -3.36297 -2.09363 0.49
H -4.10597 -2.78059 -0.72135 0.35
C -4.11026 -1.47079 -2.43012 0.30
C -3.15161 -0.80451 -3.42451 -1.00
H -3.68422 -0.57089 -4.34648 0.31
C -2.73576 0.48199 -2.70523 0.21
H -1.77683 0.35658 -2.20438 -0.43
C -3.84807 0.70571 -1.66633 -0.43
H -4.45867 1.58486 -1.89622 0.38
H -3.43054 0.82236 -0.66016 0.11
O -4.71387 -0.41956 -1.70714 -0.54
H -2.65629 1.32140 -3.39397 0.54
H -2.30737 -1.44847 -3.65893 0.44
H -4.92296 -2.00737 -2.93413 0.46
H 0.18375 -0.59280 -0.87980 0.30
C 0.51741 -2.60712 1.72431 -0.39
C -0.11258 -3.97696 1.49598 -1.38
H 0.35987 -4.71146 2.14284 0.46
H 0.01055 -4.28832 0.46179 0.31
H -1.17452 -3.93805 1.72168 0.31
H 0.35737 -2.28909 2.75536 0.39
H 1.59811 -2.65097 1.52300 0.31
H -0.04796 2.01160 -0.31198 0.52
H 1.94114 3.38271 -0.77332 0.37
H 3.53444 4.78322 -0.43573 0.34
H 4.82415 4.27626 -2.50797 0.38
H 5.57118 2.88068 -1.72015 0.31
H 3.84410 2.86876 -2.07531 0.34



Entry 3:
54
Properties=species:S:1:pos:R:3:mulliken_charge:R:1 method="wB97M-V/def2-TZVPD" smiles="CCCS(=O)(=O)N1CCC[C@H](C(=O)N2CCN(c3ccccn3)CC2)C1" e_tot_ev=-42059.1962
C 7.10873 0.32432 2.04067 -1.36
H 6.67875 1.01975 2.75771 0.35
H 7.97510 0.79413 1.58293 0.37
H 7.44127 -0.56083 2.57743 0.35
C 6.08344 -0.04808 0.97447 -0.20
C 4.85690 -0.70830 1.56800 -0.74
H 5.09644 -1.63178 2.08955 0.48
H 4.30197 -0.04795 2.22754 0.37
S 3.73582 -1.16606 0.21915 1.20
O 2.56477 -1.78193 0.78856 -0.73
O 4.47170 -1.92004 -0.75387 -0.70
N 3.38728 0.34372 -0.43256 0.34
C 2.24474 0.99658 0.16478 -1.91
H 2.29370 0.83518 1.24218 0.36
C 0.91280 0.45575 -0.37222 1.12
C -0.22698 1.28630 0.20274 -0.09
O -0.05679 2.45135 0.52017 -0.71
N -1.43463 0.69173 0.33961 0.06
C -1.83077 -0.63010 -0.08405 -0.39
H -0.98519 -1.20046 -0.45980 0.42
H -2.25579 -1.16046 0.77791 0.17
C -2.91508 -0.51130 -1.17215 -0.99
N -4.04097 0.23961 -0.67518 0.10
C -5.13295 -0.34268 -0.08517 0.93
N -5.87097 0.45712 0.69052 -0.33
C -6.97921 -0.01060 1.23387 -0.44
C -7.43593 -1.30312 1.05985 -0.47
C -6.67595 -2.14396 0.25514 -0.57
C -5.51885 -1.67337 -0.32573 -0.49
H -4.93884 -2.32591 -0.95782 0.26
H -6.98815 -3.16407 0.08143 0.40
H -8.34465 -1.64334 1.52890 0.38
H -7.51967 0.69992 1.84682 0.38
C -3.63930 1.56507 -0.24890 -0.90
H -4.51642 2.07945 0.13949 0.49
C -2.55784 1.47076 0.83131 -0.90
H -2.18658 2.46020 1.09864 0.47
H -2.97358 0.98109 1.71816 0.37
H -3.24521 2.10027 -1.11834 0.34
H -3.21657 -1.50216 -1.50460 0.26
H -2.50392 0.03084 -2.03161 0.38
H 0.84681 -0.58885 -0.06371 0.66
C 0.90846 0.56092 -1.90335 -0.49
C 2.12390 -0.16032 -2.48081 -0.56
C 3.40364 0.41583 -1.87912 -1.15
H 4.27370 -0.14883 -2.21323 0.49
H 3.52141 1.46748 -2.15927 0.46
H 2.07794 -1.22289 -2.23170 0.33
H 2.14611 -0.05765 -3.56684 0.42
H -0.00961 0.13229 -2.31130 0.16
H 0.94177 1.61768 -2.18230 0.33
H 2.31024 2.07102 -0.02969 0.40
H 6.52497 -0.73809 0.25380 0.29
H 5.76803 0.84474 0.43195 0.24